Entry from the Open Molecules 2025 dataset: a 13-piece molecular cluster, C54H111O28PS12 overall in a non-equilibrium geometry (ωB97M-V with the def2-TZVPD basis set).

```
206
Properties=species:S:1:pos:R:3:forces:R:3:mulliken_charge:R:1
C 6.93005 -3.78469 -1.21685 -1.208 -1.105 0.412 -0.719
C 5.66431 -3.07023 -0.72203 0.190 1.702 0.638 0.503
C 5.87682 -1.58982 -1.21683 0.252 -0.530 -0.325 -0.720
S 6.19243 -1.83384 -2.99319 0.683 -0.181 -0.281 0.982
O 7.18184 -0.86206 -3.51806 -1.851 -1.241 0.639 -0.738
O 4.89968 -2.07796 -3.67055 1.945 0.552 0.829 -0.460
C 7.08498 -3.47193 -2.67964 0.251 1.193 -0.770 -0.742
H 6.80432 -4.86272 -1.11608 -0.102 -0.114 0.058 0.324
H 7.79283 -3.57140 -0.58580 0.033 0.531 -0.281 0.371
H 5.61965 -3.03635 0.36653 0.050 -0.105 0.065 -0.112
H 4.71276 -3.49756 -1.03832 0.156 0.027 -0.381 -0.110
H 6.80702 -1.21138 -0.79301 0.284 -0.175 -0.123 0.412
H 5.18079 -0.76940 -1.04203 -0.626 -0.578 -0.148 0.289
H 8.13772 -3.30864 -2.91026 -0.187 0.106 -0.425 0.350
H 6.64529 -4.20112 -3.36013 -0.034 0.059 0.128 0.405
C -6.36399 -0.84062 -1.34760 0.988 1.334 -1.218 -0.949
C -6.16565 -1.00457 -2.92431 -0.262 -0.207 1.020 -0.116
C -6.04452 0.40688 -3.51043 -0.752 0.080 0.536 -0.929
S -5.03001 1.41891 -2.33101 -2.430 0.452 -1.172 1.118
O -5.62052 2.75284 -2.14859 0.726 -1.818 -0.049 -0.754
O -3.66549 1.32195 -2.76007 0.860 -0.095 0.192 -0.422
C -5.34167 0.33514 -0.90814 -0.135 -0.495 0.024 -0.388
H -6.37610 -1.80479 -0.83934 1.040 0.125 0.206 0.394
H -7.39648 -0.53503 -1.17824 0.072 0.639 -0.106 0.478
H -7.03940 -1.55611 -3.27139 -0.326 0.447 -0.271 0.502
H -5.36951 -1.68049 -3.23638 0.577 0.338 0.473 -0.092
H -7.03331 0.86468 -3.48205 -0.046 0.198 0.123 0.393
H -5.73162 0.46593 -4.55288 0.530 0.073 0.297 0.392
H -5.60697 1.00846 -0.09306 -0.624 -0.200 -0.044 0.665
H -4.30658 0.08017 -0.68080 -0.123 -0.845 0.043 -0.212
C 5.55764 2.92683 -5.06672 0.031 -0.645 0.129 -0.803
C 5.21088 3.53510 -6.43296 -0.711 0.771 0.632 -0.708
C 3.79673 4.23569 -6.21081 -0.066 -1.187 -0.162 -0.792
S 3.13809 3.72102 -4.55901 2.369 2.322 1.470 1.428
O 1.81452 3.22475 -4.64618 -1.882 -0.371 -0.305 -0.654
O 3.41843 4.75989 -3.53203 -0.216 -1.614 -1.805 -0.724
C 4.24060 2.34166 -4.45859 0.579 0.378 -0.160 -0.548
H 5.96161 3.73733 -4.46009 -0.446 0.041 0.439 0.351
H 6.38152 2.21325 -5.07749 -0.270 -0.316 -0.309 0.403
H 5.14344 2.79063 -7.22625 -0.318 -0.130 0.198 0.348
H 5.98037 4.22492 -6.77957 -0.093 0.191 0.275 0.316
H 3.13983 3.71232 -6.90555 -0.400 0.379 0.065 0.317
H 3.64325 5.31110 -6.30051 0.502 -0.087 -0.019 0.476
H 3.64955 1.65595 -5.06568 0.693 -0.344 -0.607 0.398
H 4.27685 1.84629 -3.48833 0.237 0.561 0.217 0.230
C -3.50209 -2.67428 -7.90261 1.665 1.156 -0.592 -0.587
C -3.40585 -1.15019 -7.69542 -1.067 0.507 0.195 -0.814
C -3.83467 -0.93353 -6.24448 0.825 -0.328 0.517 -0.740
S -2.71998 -2.12663 -5.35832 -0.372 -0.288 -0.298 1.622
O -3.33456 -2.72454 -4.16227 0.592 0.747 -1.331 -0.799
O -1.41990 -1.46514 -5.24679 -0.960 -0.508 0.144 -0.692
C -2.65491 -3.29034 -6.81570 -0.158 -0.369 1.384 -0.825
H -2.96604 -2.81585 -8.84107 -0.506 -0.616 -0.256 0.333
H -4.54276 -2.99380 -7.95736 0.187 -0.130 0.116 0.303
H -4.07482 -0.67133 -8.41045 -0.239 0.181 0.214 0.407
H -2.43693 -0.69351 -7.89729 0.261 -0.493 0.168 0.315
H -4.87921 -1.21632 -6.11381 0.052 -0.065 0.230 0.271
H -3.59960 0.01305 -5.75782 -0.136 0.134 -0.267 0.426
H -3.00977 -4.26473 -6.47996 0.163 0.073 0.116 0.402
H -1.58794 -3.35301 -7.02962 -0.161 -0.020 -0.156 0.338
C -3.34518 -0.92506 5.08930 -1.513 -0.043 -0.410 0.534
C -4.00297 -1.80322 3.98830 -0.226 -0.261 -0.042 0.423
C -5.56629 -1.63745 3.89421 0.739 -0.872 0.777 -0.719
S -6.09019 -0.66232 5.33227 0.588 0.408 0.761 1.124
O -7.07930 -1.34697 6.17336 1.398 0.613 -1.190 -0.690
O -6.36242 0.66387 4.83555 -0.152 0.061 0.200 -0.590
C -4.39295 -0.68182 6.15790 -0.610 -0.221 0.368 -1.237
H -3.11859 0.05446 4.66823 0.482 -0.071 -0.010 -0.383
H -2.49569 -1.40902 5.57123 0.200 0.125 -0.432 0.413
H -3.81966 -2.85234 4.22034 0.098 -0.032 -0.027 0.007
H -3.53279 -1.59823 3.02652 -0.091 -0.025 -0.056 -0.437
H -6.04611 -2.59843 4.07968 0.048 -0.088 -0.209 0.362
H -5.92766 -1.25788 2.93847 -0.007 0.452 0.393 0.365
H -4.46997 -1.46607 6.91098 0.009 -0.249 -0.166 0.451
H -4.09416 0.22039 6.69161 -0.904 0.309 -0.066 0.478
C -0.71866 4.00844 -2.53844 -2.130 0.763 -0.258 0.705
C -0.75466 5.31179 -3.33047 0.431 2.016 0.420 -0.886
C -1.00851 6.49919 -2.29884 0.578 -0.611 -0.233 -0.863
S -2.13868 5.84840 -1.04464 0.553 -0.135 0.322 1.100
O -3.50680 6.29920 -1.35765 1.785 -0.792 0.679 -0.700
O -1.51213 6.11013 0.26225 -1.012 -0.033 -0.937 -0.550
C -1.89896 4.04790 -1.48386 0.979 0.641 -0.328 0.391
H 0.24473 3.88703 -2.04321 -0.135 -0.242 -0.067 -0.541
H -0.94664 3.26336 -3.30065 0.471 -0.584 0.482 0.145
H -1.44224 5.27840 -4.17559 -0.401 0.056 0.358 0.428
H 0.21959 5.49709 -3.78279 0.074 -0.055 -0.007 0.187
H -1.28417 7.52826 -2.52936 -0.886 -0.390 -0.927 0.531
H -0.06201 6.75414 -1.82214 0.171 -0.785 0.510 0.261
H -2.90659 3.77022 -1.79317 0.314 -0.365 -0.396 0.068
H -1.53062 3.43227 -0.66323 -0.705 0.492 0.522 -0.208
C -1.13236 -4.53542 2.83415 1.179 -0.253 1.016 0.146
C -2.36771 -5.06518 2.19686 -0.824 -1.141 -1.899 -0.018
C -2.14253 -6.58678 1.89906 0.559 0.547 0.999 -1.058
S -0.37179 -6.77475 1.38952 -0.955 0.488 1.631 1.063
O -0.24605 -6.76054 -0.05090 0.183 0.176 0.401 -0.514
O 0.12979 -7.90537 2.16521 0.142 1.026 -0.742 -0.704
C 0.13696 -5.07231 2.14348 -0.878 -0.484 -1.371 -0.009
H -1.11418 -4.87036 3.87125 0.017 0.172 0.207 0.457
H -1.17167 -3.44630 2.81530 0.347 0.030 0.098 -0.439
H -2.56279 -4.54827 1.25726 0.134 0.051 -0.216 -0.284
H -3.24881 -4.83854 2.79719 0.013 -0.453 0.187 0.445
H -2.79192 -7.17745 1.25291 0.031 0.583 -0.349 0.497
H -2.15939 -7.09091 2.86533 0.138 -0.168 0.041 0.416
H 0.30153 -4.44358 1.26842 0.302 -0.160 -0.210 -0.263
H 1.06122 -5.13096 2.71830 -0.386 -0.281 0.128 0.320
C 1.13812 1.45740 5.72594 -0.144 -0.834 -0.500 0.240
C -0.37907 1.15090 5.98174 1.218 0.186 -0.261 0.670
C -0.67492 1.70897 7.36417 -0.452 -0.464 1.182 -1.123
S 0.09686 3.36150 7.46479 0.095 -0.554 -1.232 1.016
O 0.61744 3.69626 8.79152 -0.659 -0.500 -1.384 -0.711
O -0.77127 4.28595 6.74379 0.603 -0.371 0.794 -0.542
C 1.45412 2.80993 6.29633 -0.150 1.875 0.348 -0.383
H 1.29835 1.45370 4.64778 -0.076 0.381 -0.120 -0.151
H 1.86471 0.69397 6.00408 -0.418 -0.227 0.789 0.012
H -0.57740 0.08975 5.83100 0.050 -0.114 0.574 0.236
H -0.93111 1.62267 5.16885 -0.325 0.456 0.414 -0.308
H -0.21889 1.14411 8.17724 0.775 -0.239 -0.243 0.462
H -1.70007 1.65826 7.73104 -0.340 0.781 -0.625 0.439
H 2.37443 3.01662 6.84260 0.086 -0.681 0.043 0.473
H 1.45854 3.51487 5.46499 -0.285 0.377 0.253 -0.105
C 2.86335 4.35332 -0.12571 -1.069 0.622 0.039 0.520
C 3.86023 3.57971 0.71732 0.543 0.020 0.026 -0.459
C 3.98710 4.16698 2.13532 -0.863 0.757 0.314 -0.859
S 2.41923 5.23146 2.40721 -0.463 -1.535 -0.854 0.872
O 2.66960 6.66001 2.45792 0.160 -0.936 0.157 -0.674
O 1.62167 4.56239 3.45088 0.879 0.990 -0.855 -0.446
C 1.68943 4.74755 0.75668 -0.045 -0.390 1.475 -0.364
H 2.54051 3.65504 -0.89790 -0.149 0.428 -0.329 -0.606
H 3.24405 5.27061 -0.57488 0.404 -0.261 -0.166 0.424
H 4.77489 3.54575 0.12543 0.432 0.242 0.479 0.515
H 3.55316 2.53390 0.72740 -0.266 -0.020 0.480 -0.097
H 4.83158 4.82360 2.34465 0.011 0.004 -0.372 0.347
H 3.92840 3.43391 2.93985 -0.023 -0.046 -0.171 0.395
H 0.95557 5.49913 0.46569 0.359 0.188 -0.248 0.530
H 1.12085 3.86682 1.05524 -0.113 -0.155 -0.043 -0.190
C 1.85669 -5.24481 -2.42821 -0.086 -1.114 1.193 -0.155
C 2.47233 -4.04192 -3.02369 0.815 2.373 -2.666 0.298
C 1.47793 -3.45911 -4.06859 -0.411 -0.750 0.497 -0.271
S 1.01514 -4.94154 -4.98317 -0.375 -0.687 1.130 1.181
O 2.09278 -5.27516 -5.91025 -1.031 0.425 0.259 -0.724
O -0.39383 -4.87841 -5.38028 1.215 -0.122 -0.223 -0.610
C 1.21294 -6.11709 -3.52008 -0.632 1.248 -0.690 -0.909
H 1.13571 -4.97469 -1.65664 -0.364 0.100 -0.260 -0.250
H 2.57370 -5.83845 -1.86113 0.253 -0.039 -0.122 0.599
H 3.35164 -4.24659 -3.63444 0.344 -0.432 0.289 0.315
H 2.74341 -3.14562 -2.46577 -0.022 -0.594 0.972 -0.571
H 1.78853 -2.68480 -4.77008 0.429 -0.209 0.129 0.690
H 0.63334 -3.08124 -3.49240 -0.458 -0.161 -0.361 -0.412
H 1.78733 -6.96000 -3.90435 0.085 0.174 0.181 0.391
H 0.21227 -6.41872 -3.21060 0.090 -0.148 -0.226 0.406
C -3.18245 6.46550 3.37847 0.539 0.918 -1.243 -0.533
C -4.59775 5.98023 3.65950 -0.124 -2.087 -0.111 -0.685
C -4.70550 4.56981 2.90651 1.167 1.031 -0.059 -0.940
S -2.96301 3.79034 3.00254 -1.191 1.617 1.023 0.781
O -2.59112 3.41554 1.66718 0.302 -0.218 -0.575 -0.308
O -2.81994 2.78847 4.05061 -0.324 0.336 -0.430 -0.551
C -2.16685 5.36058 3.57895 -0.922 -1.061 0.709 -0.458
H -2.86303 7.35395 3.92319 -0.242 -0.164 0.581 0.441
H -3.14019 6.84911 2.35908 -0.094 -0.325 -0.366 0.137
H -5.33210 6.68278 3.26547 -0.019 -0.166 0.001 0.448
H -4.82209 5.78519 4.70818 0.236 0.322 0.164 0.278
H -4.83030 4.83840 1.85751 0.244 -0.387 -0.199 0.319
H -5.47986 3.84628 3.16140 0.187 0.169 0.485 0.489
H -1.15098 5.43977 3.19185 -0.254 0.165 -0.135 0.134
H -2.17429 5.22751 4.66077 0.637 -0.446 0.101 0.356
C 4.98150 -3.52631 3.44728 0.902 -0.596 -0.918 -0.588
C 5.01187 -3.87528 4.91360 -0.460 0.227 1.097 -0.832
C 4.24278 -2.74632 5.60619 -0.976 0.105 0.502 -0.910
S 2.90990 -2.12196 4.39401 2.061 -1.090 0.989 1.475
O 3.26280 -0.76769 4.00910 -0.538 -0.215 0.339 -0.670
O 1.57883 -2.47809 4.86384 0.699 0.387 -0.549 -0.727
C 3.54243 -3.21014 3.07746 -1.575 0.653 0.266 0.547
H 5.38787 -4.29905 2.79472 -0.327 -0.463 0.100 0.449
H 5.74152 -2.75858 3.30218 -0.617 0.797 -0.182 0.332
H 5.97806 -3.94676 5.41307 0.382 0.229 -0.589 0.361
H 4.56472 -4.83381 5.17698 -0.424 -0.035 -0.439 0.354
H 4.85549 -1.90230 5.92291 0.026 0.128 -0.502 0.391
H 3.80022 -3.13324 6.52409 -0.490 0.199 -0.142 0.400
H 3.21193 -2.71046 2.16686 0.875 0.240 -0.380 -0.300
H 2.84780 -4.04995 3.09500 0.508 -0.545 0.322 -0.263
C -0.49490 0.91617 2.32307 -0.197 -0.954 -0.032 -0.154
C 0.32409 -0.42271 2.45462 -0.877 3.003 -0.109 -0.486
O 0.01055 -1.28836 1.33997 0.971 -0.028 -0.797 0.107
P 0.92695 -1.40956 0.01670 0.400 -0.359 -0.496 -0.601
O 2.16291 -2.27273 0.07473 -1.752 1.548 0.260 -0.280
O -0.08667 -2.04946 -1.05205 0.903 0.283 1.278 0.436
C -1.37688 -1.50681 -1.38812 -0.277 1.049 0.074 0.580
C -2.49642 -2.23746 -0.69241 -0.005 -1.037 -0.154 -0.692
O 1.19300 0.14853 -0.45432 -0.520 -1.509 0.877 0.357
C 2.00316 0.30799 -1.63191 -0.959 0.334 -1.620 0.737
C 1.14403 0.33962 -2.97960 0.780 -0.925 1.531 0.800
H -1.53592 0.63436 2.48103 -0.216 0.232 -0.235 0.130
H -0.28398 1.64021 3.11007 0.323 -0.197 0.082 -0.052
H -0.41401 1.45100 1.37675 0.177 -0.301 -0.108 -0.073
H 1.37214 -0.13123 2.52344 0.140 -0.751 -0.074 0.306
H -0.06804 -0.81238 3.39403 0.535 -0.873 -0.281 0.235
H -1.52034 -0.48612 -1.03356 0.755 0.418 -0.159 -0.055
H -1.32308 -1.46483 -2.47598 -0.798 -0.333 0.036 -0.172
H -3.48512 -2.01182 -1.09197 0.163 0.110 -0.305 -0.013
H -2.34292 -3.31355 -0.77345 -0.130 -0.122 -0.063 0.356
H -2.52154 -1.98501 0.36766 0.195 0.071 0.073 -0.137
H 2.54050 1.25537 -1.58909 -0.042 0.039 0.582 -0.318
H 2.71635 -0.51627 -1.62445 0.149 0.073 -0.423 -0.434
H 0.87468 -0.69965 -3.16796 0.109 0.039 -0.521 -0.793
H 0.19586 0.87632 -2.94737 0.252 0.352 0.440 -0.159
H 1.76525 0.76883 -3.76570 -0.131 -0.241 -0.067 -0.003
```
Forces are in eV/Å.

largest force on an atom: 3.66 eV Å⁻¹
spin multiplicity: 1
E: -9350.306849 a.u.
frontier orbital gap: 9.6 eV